Formula: C56H54F3IrN5O2SbSe
Source: the OMol25 dataset
Level of theory: ωB97M-V/def2-TZVPD

XYZ file:
```
123
Properties=species:S:1:pos:R:3:forces:R:3:mulliken_spin:R:1
Ir -1.112 0.110 -1.068 -0.6 -0.5 0.0 2.12
C -1.297 4.441 1.510 0.1 0.0 0.1 0.01
C -0.029 4.162 0.763 0.0 -0.2 0.0 -0.01
C 0.835 5.222 0.529 0.0 0.0 -0.1 -0.01
C 1.959 5.078 -0.259 -0.1 -0.1 -0.1 0.01
C 2.192 3.865 -0.881 0.0 0.1 0.0 -0.01
C 1.378 2.769 -0.646 -0.2 0.0 0.1 -0.02
C 1.686 1.495 -1.369 0.0 0.1 0.1 -0.01
C 0.293 2.893 0.247 0.7 0.9 -0.3 -0.01
N -0.436 1.737 0.552 -0.9 -1.1 0.8 0.29
C -0.674 1.342 1.774 0.4 1.4 -0.9 0.11
O -0.317 2.076 2.869 -0.1 -0.2 -0.7 -0.03
C -1.485 0.148 1.989 -1.0 -1.3 0.3 -0.05
C -1.651 -0.527 3.207 0.2 0.4 -0.3 -0.02
C -2.546 -1.579 3.268 -0.1 -0.1 -0.3 0.00
C -3.238 -1.965 2.123 0.2 0.2 0.1 0.02
C -2.965 -1.294 0.943 -0.3 -0.1 0.1 0.03
N -2.136 -0.262 0.898 0.6 0.2 0.6 0.14
C -3.630 -1.629 -0.365 -0.1 0.0 -0.5 -0.03
O -4.583 -2.394 -0.402 -0.1 -0.2 0.3 0.02
N -3.083 -0.957 -1.380 1.2 0.5 0.5 0.24
C -3.612 -0.969 -2.658 -0.6 -0.1 -1.0 -0.02
C -4.055 0.258 -3.191 0.2 -0.4 0.2 0.04
C -3.931 1.498 -2.360 0.1 -0.1 0.0 0.02
C -4.619 0.277 -4.451 0.0 -0.1 -0.2 -0.02
C -4.721 -0.888 -5.199 0.0 0.1 0.0 0.02
C -4.220 -2.078 -4.702 0.0 0.0 -0.1 -0.02
C -3.653 -2.143 -3.438 0.1 0.4 0.3 0.06
C -3.074 -3.413 -2.901 -0.2 0.0 0.0 -0.02
H -1.762 5.347 1.125 0.0 0.0 0.0 0.00
H -1.091 4.609 2.567 -0.1 0.0 0.1 0.00
H -2.011 3.629 1.412 -0.1 0.0 0.0 0.00
H 0.599 6.181 0.965 0.0 0.2 0.0 0.00
H 2.625 5.911 -0.424 0.1 0.1 0.0 0.00
H 3.025 3.763 -1.560 0.1 -0.1 -0.1 0.00
H 2.029 1.718 -2.378 0.0 -0.1 0.0 0.01
H 0.779 0.859 -1.443 0.5 0.1 -0.2 0.16
H 2.465 0.916 -0.872 -0.1 -0.1 0.1 0.03
H -1.096 -0.220 4.080 0.0 0.0 0.1 0.00
H -2.711 -2.092 4.203 0.0 0.0 0.1 0.00
H -3.967 -2.758 2.119 -0.1 -0.1 0.0 0.00
H -4.660 1.482 -1.550 0.0 0.1 0.1 0.01
H -4.088 2.390 -2.960 0.0 0.1 0.0 0.00
H -2.928 1.541 -1.892 -0.3 0.2 -0.1 0.03
H -4.989 1.209 -4.853 0.0 0.1 -0.1 0.00
H -5.184 -0.863 -6.173 0.0 0.0 -0.1 0.00
H -4.272 -2.975 -5.302 0.0 -0.1 -0.1 0.00
H -2.941 -4.144 -3.695 0.1 -0.1 0.0 0.00
H -3.735 -3.823 -2.139 0.0 -0.1 0.1 0.00
H -2.109 -3.203 -2.431 0.0 -0.1 0.0 0.01
C 4.021 2.078 -6.257 0.1 0.0 0.0 0.00
C 2.933 1.380 -5.506 -0.1 0.0 0.1 0.03
C 1.675 1.950 -5.362 0.1 -0.1 0.0 -0.01
C 0.655 1.285 -4.703 -0.2 -0.2 0.2 -0.02
C -0.688 1.915 -4.533 -0.1 0.1 0.0 0.10
C 0.901 0.004 -4.196 0.1 0.2 -0.2 0.02
Se -0.534 -0.987 -3.427 0.0 0.3 0.5 0.88
C 2.173 -0.575 -4.287 -0.2 -0.1 0.1 0.00
C 2.435 -1.912 -3.664 0.0 0.0 0.0 0.07
C 3.168 0.130 -4.939 -0.1 0.1 0.0 0.00
H 3.743 3.100 -6.500 0.0 0.1 0.0 0.00
H 4.230 1.550 -7.188 0.0 0.0 0.0 0.00
H 4.939 2.089 -5.672 0.1 0.1 0.0 0.00
H 1.474 2.923 -5.784 0.0 0.1 0.0 0.00
H -0.673 2.957 -4.840 0.0 0.1 0.0 0.00
H -0.995 1.864 -3.481 -0.1 0.1 -0.1 0.01
H -1.435 1.386 -5.128 -0.2 0.0 0.1 -0.01
H 2.105 -1.921 -2.621 0.1 0.0 0.0 -0.02
H 3.491 -2.164 -3.691 0.1 0.0 0.0 0.00
H 1.876 -2.683 -4.197 0.0 -0.1 0.0 0.00
H 4.152 -0.306 -5.033 0.1 -0.1 0.1 0.00
N 0.052 -1.744 -0.300 -0.2 -0.1 -0.3 0.10
C -0.176 -2.886 -0.270 0.2 1.1 0.0 0.01
N -0.387 -4.151 -0.245 -0.1 -0.5 0.0 0.01
C -0.155 -4.984 -1.415 0.4 -0.4 -0.5 0.00
C 0.857 -6.076 -1.080 -0.2 -0.1 0.0 0.00
C 0.362 -6.889 0.113 0.3 0.2 0.1 0.00
C 0.154 -5.962 1.308 -0.2 -0.1 -0.1 0.00
C -0.825 -4.843 0.954 0.0 -0.3 0.7 0.00
H 0.194 -4.356 -2.237 -0.1 0.0 0.1 0.00
H -1.105 -5.446 -1.703 0.0 0.1 0.0 0.00
H 1.822 -5.623 -0.843 0.1 0.0 0.0 0.00
H 0.989 -6.715 -1.953 0.0 0.0 -0.1 0.00
H 1.089 -7.661 0.367 -0.1 -0.1 0.0 0.00
H -0.579 -7.381 -0.141 0.0 -0.1 0.0 0.00
H 1.115 -5.534 1.604 0.0 0.1 0.1 0.00
H -0.246 -6.520 2.155 0.0 0.0 0.1 0.00
H -0.907 -4.120 1.768 -0.1 0.0 -0.1 0.00
H -1.815 -5.273 0.763 0.0 0.1 0.0 0.00
F 5.700 4.484 1.329 0.0 0.0 0.0 0.00
C 4.837 3.472 1.521 -0.1 -0.2 0.1 0.00
C 5.135 2.223 1.003 0.1 0.3 0.0 0.02
C 4.230 1.194 1.192 -0.1 0.0 0.0 -0.06
C 3.047 1.410 1.887 -0.6 -0.7 0.0 0.09
C 2.776 2.667 2.404 0.1 0.1 0.0 0.02
C 3.671 3.706 2.227 0.2 0.1 0.0 0.01
Sb 1.647 -0.254 2.004 1.4 -0.2 0.8 0.66
C 2.002 -0.666 4.106 -0.3 0.2 -0.9 -0.01
C 2.526 0.270 4.986 0.0 0.0 0.0 0.00
C 2.923 -0.109 6.255 0.1 -0.1 0.2 -0.01
C 2.800 -1.438 6.624 -0.1 0.0 -0.2 0.03
F 3.252 -1.828 7.825 -0.1 0.0 0.0 0.00
C 2.230 -2.380 5.784 0.1 -0.1 0.3 -0.01
C 1.829 -1.982 4.525 -0.1 0.1 -0.1 -0.03
C -1.259 2.306 3.862 -0.6 0.2 0.8 0.03
C -2.634 2.242 3.646 0.3 0.1 -0.1 -0.01
C -3.511 2.499 4.684 0.0 0.1 0.2 0.00
C -3.005 2.843 5.924 0.1 -0.1 -0.1 0.00
F -3.857 3.086 6.931 0.1 0.0 0.0 0.00
C -1.642 2.938 6.148 -0.3 0.0 0.0 0.00
C -0.768 2.656 5.114 0.0 -0.1 -0.5 0.00
H 6.053 2.068 0.458 0.1 0.0 0.0 0.00
H 4.457 0.214 0.794 0.0 0.0 -0.1 0.00
H 1.852 2.855 2.930 0.0 0.1 0.0 -0.02
H 3.467 4.690 2.620 0.0 0.1 0.0 0.00
H 2.638 1.298 4.674 0.1 0.1 0.0 0.01
H 3.342 0.604 6.946 0.1 0.0 0.1 0.00
H 2.127 -3.402 6.113 0.0 -0.1 0.1 0.00
H 1.393 -2.706 3.849 0.0 -0.1 0.0 0.01
H -3.039 1.998 2.674 0.0 0.0 0.0 0.00
H -4.577 2.437 4.535 -0.1 0.0 0.0 0.00
H -1.277 3.228 7.120 0.0 0.0 0.1 0.00
H 0.297 2.722 5.267 0.2 0.0 0.0 0.00
```
Forces are in eV/Å.

Computed properties:
- ⟨S²⟩: 8.778
- LUMO level (alpha / beta): -0.1217 / -0.1788 Ha
- Total charge: +1
- Kohn-Sham gap (alpha / beta): 6.21 / 5.44 eV
- Molecular weight: 1279.0 g mol⁻¹
- HOMO (alpha / beta): -9.52 / -10.30 eV
- 2S+1: 6